1.
Entry from OMol25: a molecular structure, ClNa4 (ωB97M-V/def2-TZVPD).

Results
Lowest unoccupied orbital energy, eV: -11.455
HOMO energy, Ha: -0.8249
Max |F|, eV/A: 0.83
DFT total energy, a.u.: -1108.55477

```
! RIJCOSX wB97M-V def2-TZVPD def2/J DEFGRID3
* xyz 3 1
Cl 20.0801 4.3461 -0.1990
Na 18.8209 3.6144 -2.6073
Na 22.8029 5.4911 -0.5358
Na 21.2029 1.5988 0.2163
Na 17.4480 4.3379 0.9597
*
```

Löwdin atomic charge list, values in e, 4 entries: Cl -0.12; Na 0.75; Na 0.80; Na 0.80

2.
Entry from OMol25: ClO2PS in the gas phase (ωB97M-V/def2-TZVPD).

Results
Lowest unoccupied orbital energy (spin up / spin down), eV: -1.567 / -1.568
HOMO energy (spin up / spin down), Ha: -0.3498 / -0.3498
SMILES: O=S(=O)=PCl
Max |F|, eV/A: 2.73
DFT total energy, a.u.: -1350.16351

```
! RIJCOSX wB97M-V def2-TZVPD def2/J DEFGRID3
* xyz 0 1
Cl -2.7753 -0.4305 -0.0213
S 0.2811 0.1091 0.0815
P -1.4932 1.2483 0.0063
O 0.3480 -1.3567 -0.0589
O 1.5334 0.8039 0.0396
*
```

Löwdin atomic charge list, values in e, 4 entries: Cl 0.03; S 0.43; P 0.33; O -0.40

3.
Entry from OMol25: 2 unconnected molecules or ions with the total composition ClO2PS (ωB97M-V/def2-TZVPD).

Results
Lowest unoccupied orbital energy (spin up / spin down), eV: -1.796 / -1.847
HOMO energy (spin up / spin down), Ha: -0.3531 / -0.3522
SMILES: O=PCl.O=S
Max |F|, eV/A: 0.67
DFT total energy, a.u.: -1350.18491

```
! RIJCOSX wB97M-V def2-TZVPD def2/J DEFGRID3
* xyz 0 1
Cl 2.2149 -0.6280 -1.4287
S -2.2322 0.1481 0.4797
P 1.6927 -0.5023 0.6181
O -1.5602 -0.9270 1.2515
O 1.3712 0.8934 0.9044
*
```

Löwdin atomic charge list, values in e, 4 entries: Cl 0.06; S 0.71; P 0.51; O -0.73

4.
Entry from OMol25: a molecular structure, ClO2V (ωB97M-V/def2-TZVPD).

Results
Lowest unoccupied orbital energy, eV: -3.549
HOMO energy, Ha: -0.3279
Max |F|, eV/A: 3.50
DFT total energy, a.u.: -1554.53170

```
! RIJCOSX wB97M-V def2-TZVPD def2/J DEFGRID3
* xyz 0 1
V 0.6808 -0.5506 0.3584
Cl -1.8228 1.9429 0.7276
O 0.8075 -1.9472 -0.3642
O 0.3344 0.5549 -0.7218
*
```

Atom-resolved charges from Löwdin, all expressed in e: V 1.10; Cl -0.43; O -0.32; O -0.35

5.
Entry from OMol25: ClPS in the gas phase (ωB97M-V/def2-TZVPD).

Results
Lowest unoccupied orbital energy, eV: -1.727
HOMO energy, Ha: -0.3235
SMILES: S=PCl
Max |F|, eV/A: 4.28
DFT total energy, a.u.: -1199.69339

```
! RIJCOSX wB97M-V def2-TZVPD def2/J DEFGRID3
* xyz 0 1
Cl -0.1975 -1.9494 -2.1269
S 0.5316 0.6326 0.7545
P -0.1533 -0.7303 -0.4545
*
```

Atom-resolved charges from Löwdin, all expressed in e: Cl -0.01; S 0.09; P -0.08

6.
Entry from OMol25: a molecular structure, ClZn (ωB97M-V/def2-TZVPD).

Results
Lowest unoccupied orbital energy, eV: -8.902
HOMO energy, Ha: -0.6490
Max |F|, eV/A: 4.45
DFT total energy, a.u.: -2239.17296

```
! RIJCOSX wB97M-V def2-TZVPD def2/J DEFGRID3
* xyz 1 1
Zn -0.8401 0.3852 0.1948
Cl 0.8401 -0.3852 -0.1948
*
```

Atom-resolved charges from Löwdin, all expressed in e: Zn 0.84; Cl 0.16